[1]
{"formula": "C22H24N2O2S", "method": "wB97M-V/def2-TZVPD", "relative_energy_kcal_mol": 13.5, "smiles": "CCOCCCNC(=O)c1cc(Sc2ccc(C)cc2)nc2ccccc12", "lumo_ev": -0.01, "multiplicity": 1, "e_tot_ev": -41114.6266, "e_homo_ev": -8.14, "max_force_ev_per_a": 0.764, "elements": ["C", "C", "O", "C", "C", "C", "N", "C", "O", "C", "C", "C", "N", "C", "C", "C", "C", "C", "C", "H", "H", "H", "H", "S", "C", "C", "C", "C", "C", "C", "H", "H", "C", "H", "H", "H", "H", "H", "H", "H", "H", "H", "H", "H", "H", "H", "H", "H", "H", "H", "H"], "xyz": [[-8.286, -0.376, 0.414], [-7.140, 0.047, 1.331], [-6.718, 1.381, 1.122], [-5.894, 1.598, -0.001], [-4.424, 1.250, 0.260], [-3.554, 1.597, -0.948], [-2.168, 1.256, -0.729], [-1.594, 0.164, -1.288], [-2.178, -0.571, -2.057], [-0.162, -0.022, -0.889], [0.701, 1.042, -0.924], [2.053, 0.830, -0.575], [2.536, -0.321, -0.206], [1.714, -1.386, -0.165], [2.254, -2.625, 0.230], [1.458, -3.736, 0.282], [0.100, -3.655, -0.058], [-0.454, -2.463, -0.442], [0.335, -1.300, -0.508], [-1.496, -2.404, -0.717], [-0.511, -4.544, -0.015], [1.872, -4.687, 0.584], [3.302, -2.659, 0.485], [3.124, 2.226, -0.625], [4.689, 1.492, -0.193], [5.401, 2.009, 0.875], [6.626, 1.460, 1.208], [7.147, 0.392, 0.489], [6.417, -0.108, -0.585], [5.199, 0.440, -0.937], [4.644, 0.048, -1.775], [6.813, -0.934, -1.158], [8.476, -0.202, 0.840], [9.226, 0.102, 0.110], [8.804, 0.127, 1.823], [8.425, -1.289, 0.831], [7.180, 1.865, 2.043], [4.996, 2.835, 1.440], [0.388, 2.027, -1.236], [-1.662, 1.779, -0.031], [-3.630, 2.665, -1.173], [-3.879, 1.025, -1.821], [-4.085, 1.802, 1.139], [-4.326, 0.183, 0.470], [-5.982, 2.668, -0.215], [-6.256, 1.042, -0.874], [-6.299, -0.650, 1.224], [-7.475, 0.025, 2.371], [-8.636, -1.363, 0.702], [-7.966, -0.414, -0.625], [-9.107, 0.331, 0.499]], "forces_ev_per_a": [[0.3, 0.2, 0.2], [-0.2, -0.2, 0.0], [-0.1, 0.1, 0.1], [0.3, 0.0, 0.0], [-0.3, 0.1, -0.2], [-0.3, -0.1, 0.1], [0.0, 0.3, 0.2], [0.0, 0.3, 0.1], [0.0, -0.3, -0.1], [0.5, 0.1, -0.1], [-0.3, -0.3, 0.0], [0.3, -0.4, 0.3], [0.1, 0.5, 0.0], [-0.7, -0.2, -0.1], [-0.1, -0.2, 0.0], [0.2, 0.1, 0.0], [-0.2, 0.1, 0.0], [-0.1, -0.3, 0.0], [0.4, 0.0, 0.1], [-0.1, 0.0, 0.0], [-0.1, 0.0, 0.0], [0.1, -0.1, 0.0], [0.1, 0.0, 0.0], [0.3, 0.2, -0.1], [-0.4, 0.3, -0.1], [-0.1, 0.0, -0.1], [0.1, -0.1, 0.0], [0.0, 0.1, 0.1], [-0.1, 0.0, 0.0], [0.2, 0.0, 0.0], [0.0, 0.0, -0.1], [0.0, -0.1, -0.1], [0.0, 0.0, 0.0], [0.1, 0.0, 0.0], [0.1, 0.0, 0.1], [0.1, -0.1, 0.0], [0.1, 0.0, 0.1], [-0.1, 0.0, 0.1], [-0.1, 0.1, -0.1], [0.1, -0.2, -0.1], [0.0, -0.1, -0.1], [0.0, 0.2, 0.0], [0.0, 0.0, 0.0], [0.1, 0.0, 0.0], [0.0, -0.1, -0.1], [0.0, 0.1, 0.0], [0.0, 0.0, 0.1], [0.1, -0.1, -0.1], [-0.1, -0.1, 0.0], [0.0, 0.0, -0.1], [-0.1, 0.0, 0.0]]}

[2]
{"formula": "C22H24N2O3", "method": "wB97M-V/def2-TZVPD", "relative_energy_kcal_mol": 0.0, "smiles": "CCCCCn1c(=O)c(C(=O)Nc2cccc(C)c2)c(O)c2ccccc21", "lumo_ev": -0.06, "multiplicity": 1, "e_tot_ev": -32328.8811, "e_homo_ev": -8.20, "max_force_ev_per_a": 0.758, "elements": ["C", "C", "C", "C", "C", "N", "C", "C", "C", "C", "C", "C", "C", "C", "C", "O", "C", "O", "N", "C", "C", "C", "C", "C", "C", "H", "C", "H", "H", "H", "H", "H", "H", "H", "O", "H", "H", "H", "H", "H", "H", "H", "H", "H", "H", "H", "H", "H", "H", "H", "H"], "xyz": [[6.145, 2.043, -1.535], [5.088, 2.635, -0.612], [3.676, 2.274, -1.071], [2.597, 2.709, -0.079], [2.423, 1.771, 1.120], [1.850, 0.489, 0.728], [2.617, -0.633, 0.526], [4.009, -0.653, 0.697], [4.735, -1.801, 0.481], [4.112, -2.982, 0.086], [2.751, -2.992, -0.086], [1.994, -1.833, 0.129], [0.567, -1.864, -0.055], [-0.179, -0.717, 0.163], [0.474, 0.506, 0.566], [-0.122, 1.567, 0.779], [-1.648, -0.795, -0.037], [-2.176, -1.863, -0.390], [-2.335, 0.336, 0.186], [-3.703, 0.584, 0.085], [-4.132, 1.876, 0.390], [-5.474, 2.192, 0.311], [-6.396, 1.233, -0.069], [-5.982, -0.058, -0.375], [-4.635, -0.376, -0.296], [-4.302, -1.373, -0.531], [-6.983, -1.091, -0.796], [-7.807, -1.137, -0.086], [-7.397, -0.837, -1.771], [-6.522, -2.073, -0.863], [-7.445, 1.485, -0.128], [-5.803, 3.193, 0.549], [-3.408, 2.620, 0.686], [-1.751, 1.132, 0.473], [0.034, -3.008, -0.430], [-0.966, -2.842, -0.507], [2.229, -3.885, -0.390], [4.695, -3.874, -0.082], [5.806, -1.780, 0.620], [4.543, 0.233, 0.994], [3.359, 1.614, 1.650], [1.710, 2.231, 1.810], [2.833, 3.705, 0.300], [1.634, 2.771, -0.588], [3.608, 1.197, -1.241], [3.491, 2.763, -2.029], [5.259, 2.278, 0.405], [5.189, 3.723, -0.592], [6.076, 0.957, -1.545], [6.007, 2.403, -2.552], [7.143, 2.322, -1.205]], "forces_ev_per_a": [[0.0, 0.1, 0.2], [-0.1, -0.2, -0.3], [0.0, 0.3, 0.3], [0.0, -0.2, -0.1], [0.0, 0.6, 0.1], [-0.1, 0.2, 0.1], [0.0, -0.7, -0.2], [0.1, 0.1, 0.1], [-0.1, 0.0, 0.0], [0.0, -0.1, 0.0], [0.0, 0.1, 0.0], [0.2, 0.0, 0.0], [-0.3, 0.3, 0.1], [-0.1, -0.4, -0.1], [0.1, -0.1, 0.0], [0.0, 0.1, 0.0], [0.1, 0.3, 0.1], [0.0, -0.2, -0.1], [0.3, 0.3, 0.1], [-0.5, 0.0, -0.1], [0.1, -0.1, 0.0], [0.0, 0.0, 0.0], [0.0, 0.0, 0.0], [0.0, 0.2, 0.1], [0.0, -0.1, 0.0], [0.0, 0.0, 0.0], [0.0, 0.0, 0.0], [-0.1, -0.1, 0.0], [-0.1, -0.1, -0.1], [0.0, -0.1, 0.0], [-0.1, 0.0, 0.0], [0.0, 0.1, 0.0], [0.1, 0.1, 0.0], [0.0, -0.3, -0.1], [-0.1, 0.1, 0.0], [0.2, 0.1, 0.1], [0.0, -0.1, 0.0], [0.0, -0.1, 0.0], [0.1, 0.0, 0.0], [0.0, 0.1, 0.0], [0.0, -0.1, 0.0], [0.2, -0.1, 0.0], [0.0, 0.1, 0.0], [0.0, 0.1, 0.1], [0.0, 0.0, -0.1], [0.0, -0.1, -0.1], [0.0, 0.0, 0.1], [0.0, 0.0, 0.1], [0.0, -0.1, 0.0], [0.0, 0.0, -0.1], [0.1, 0.0, 0.0]]}

[3]
{"formula": "C22H24N2O9P3PdS3", "method": "wB97M-V/def2-TZVPD", "relative_energy_kcal_mol": 6.9, "charge": -1, "lumo_ev": 2.27, "multiplicity": 1, "e_tot_ev": -108474.1847, "e_homo_ev": -5.71, "max_force_ev_per_a": 0.645, "elements": ["Pd", "O", "P", "O", "O", "O", "P", "O", "O", "O", "H", "H", "O", "C", "C", "C", "C", "C", "S", "C", "C", "C", "C", "S", "C", "C", "C", "C", "S", "H", "H", "H", "H", "H", "H", "H", "H", "H", "N", "C", "C", "C", "C", "N", "C", "C", "H", "H", "H", "H", "C", "P", "C", "C", "O", "H", "H", "H", "H", "H", "H", "H", "H", "H"], "xyz": [[0.934, -0.358, 1.005], [1.293, -1.457, 5.253], [1.414, -0.557, 3.934], [1.095, -1.492, 2.739], [0.686, 0.704, 4.097], [3.035, -0.347, 3.833], [3.702, -0.235, 2.357], [3.715, -1.765, 1.864], [5.063, 0.309, 2.375], [2.675, 0.527, 1.497], [1.616, -2.352, 5.109], [2.817, -2.124, 1.996], [-0.754, -1.356, 0.700], [-1.449, -1.491, -0.491], [-0.561, -1.934, -1.641], [-0.672, -1.730, -2.983], [0.335, -2.409, -3.728], [1.177, -3.119, -2.927], [0.757, -2.971, -1.273], [-2.207, -0.210, -0.837], [-1.755, 0.910, -1.467], [-2.678, 1.990, -1.412], [-3.816, 1.669, -0.738], [-3.785, 0.048, -0.196], [-2.453, -2.614, -0.241], [-3.314, -3.231, -1.097], [-4.108, -4.219, -0.455], [-3.818, -4.323, 0.874], [-2.590, -3.231, 1.351], [-1.441, -1.108, -3.419], [0.423, -2.369, -4.805], [2.023, -3.718, -3.225], [-0.766, 0.966, -1.895], [-2.497, 2.965, -1.845], [-4.676, 2.293, -0.551], [-3.372, -2.986, -2.149], [-4.849, -4.824, -0.958], [-4.262, -4.994, 1.592], [-3.731, 5.768, 2.929], [-3.038, 4.907, 2.613], [-2.165, 3.835, 2.206], [-1.051, 4.106, 1.419], [-0.261, 3.036, 1.036], [-0.515, 1.782, 1.384], [-1.569, 1.532, 2.150], [-2.433, 2.527, 2.583], [-0.814, 5.117, 1.118], [0.619, 3.190, 0.420], [-1.725, 0.493, 2.414], [-3.289, 2.288, 3.197], [2.378, 0.975, -3.332], [2.601, 0.762, -1.557], [3.296, 2.300, -0.944], [3.871, -0.490, -1.377], [1.255, 0.418, -0.971], [3.311, 1.264, -3.816], [1.623, 1.743, -3.505], [2.020, 0.031, -3.746], [4.316, 2.430, -1.307], [3.306, 2.234, 0.144], [2.682, 3.140, -1.272], [4.673, -0.303, -2.094], [3.425, -1.466, -1.566], [4.276, -0.474, -0.368]], "forces_ev_per_a": [[0.1, -0.6, -0.3], [0.0, 0.0, 0.1], [0.0, -0.2, -0.3], [-0.1, 0.4, 0.4], [0.0, -0.1, 0.1], [-0.1, 0.1, -0.1], [0.0, 0.1, -0.1], [0.0, 0.0, 0.1], [0.0, 0.0, 0.1], [0.2, 0.0, -0.1], [0.0, 0.0, -0.1], [0.0, 0.0, -0.1], [0.1, 0.0, 0.0], [-0.1, 0.1, 0.0], [0.0, 0.0, 0.0], [0.0, 0.0, 0.0], [0.0, 0.0, 0.0], [0.0, 0.0, 0.0], [0.0, 0.0, 0.0], [0.0, 0.0, 0.0], [0.0, 0.0, 0.0], [0.0, 0.0, 0.0], [0.0, 0.0, 0.0], [0.0, 0.0, 0.0], [0.0, 0.0, 0.0], [0.0, 0.0, 0.0], [0.0, 0.0, 0.0], [0.0, 0.0, 0.0], [0.0, 0.0, 0.0], [0.0, 0.0, 0.0], [0.0, 0.0, 0.0], [0.0, 0.0, 0.0], [0.0, 0.0, 0.0], [0.0, 0.0, 0.0], [0.0, 0.0, 0.0], [0.0, 0.0, 0.0], [0.0, 0.0, 0.0], [0.0, 0.0, 0.0], [0.0, 0.0, 0.0], [0.0, 0.0, 0.0], [0.0, 0.0, 0.0], [0.0, 0.0, 0.0], [0.0, 0.0, 0.0], [0.0, 0.1, 0.0], [0.0, 0.0, 0.0], [0.0, 0.0, 0.0], [0.0, 0.0, 0.0], [0.0, 0.0, 0.0], [0.0, 0.0, 0.0], [0.0, 0.0, 0.0], [0.0, 0.0, 0.0], [0.0, 0.0, 0.0], [0.0, 0.0, 0.0], [0.0, 0.0, 0.0], [-0.1, 0.1, 0.1], [0.0, 0.0, 0.0], [0.0, 0.0, 0.0], [0.0, 0.0, 0.0], [0.0, 0.0, 0.0], [0.0, 0.0, 0.0], [0.0, 0.0, 0.0], [0.0, 0.0, 0.0], [0.0, 0.0, 0.0], [0.0, 0.0, 0.0]]}

[4]
{"formula": "C22H24N4O3SSn", "method": "wB97M-V/def2-TZVPD", "relative_energy_kcal_mol": 0.0, "charge": 2, "lumo_ev": [-7.65, -7.65], "multiplicity": 1, "e_tot_ev": -51956.2919, "e_homo_ev": [-11.36, -11.36], "max_force_ev_per_a": 2.377, "elements": ["C", "C", "H", "H", "C", "C", "H", "H", "C", "H", "H", "H", "C", "H", "H", "H", "Sn", "O", "C", "O", "C", "O", "N", "C", "C", "H", "H", "H", "H", "C", "C", "H", "H", "H", "N", "C", "C", "C", "C", "C", "C", "N", "C", "C", "C", "S", "C", "N", "H", "H", "H", "H", "H", "H", "H"], "xyz": [[5.777, 1.147, -0.873], [6.523, 0.328, -0.067], [5.704, 2.233, -0.698], [5.243, 0.742, -1.750], [5.898, -0.811, 0.568], [4.546, -0.869, 0.659], [3.958, -0.050, 0.225], [4.040, -1.699, 1.157], [8.001, 0.511, 0.129], [8.393, 1.445, -0.273], [8.608, -0.279, -0.324], [8.232, 0.505, 1.194], [6.719, -1.917, 1.182], [7.332, -1.554, 2.017], [7.378, -2.407, 0.450], [6.007, -2.653, 1.573], [-1.702, 0.194, 1.237], [0.053, 0.522, -0.078], [0.285, -0.005, -1.210], [-2.023, -1.405, -0.248], [-1.174, -1.931, -1.012], [-1.337, -3.123, -1.526], [-0.010, -1.353, -1.425], [-0.192, -3.419, -2.414], [0.736, -2.248, -2.317], [-0.586, -3.534, -3.428], [0.278, -4.345, -2.069], [0.950, -1.753, -3.261], [1.677, -2.521, -1.830], [0.695, 0.773, -2.313], [0.988, 2.086, -2.106], [0.731, 0.255, -3.278], [1.691, 2.338, -1.300], [0.652, 2.865, -2.793], [-5.786, 1.703, 0.844], [-6.221, 0.628, 1.626], [-7.403, 0.385, 2.298], [-7.447, -0.766, 3.107], [-6.323, -1.596, 3.261], [-5.121, -1.308, 2.610], [-5.092, -0.185, 1.782], [-4.019, 0.394, 1.132], [-4.463, 1.526, 0.554], [-3.560, 2.454, -0.091], [-3.849, 3.602, -0.799], [-2.376, 4.407, -1.242], [-1.466, 3.157, -0.483], [-2.200, 2.191, 0.067], [-6.308, 2.524, 0.562], [-8.249, 1.067, 2.195], [-8.363, -1.028, 3.638], [-6.381, -2.477, 3.904], [-4.207, -1.881, 2.704], [-4.858, 3.945, -1.008], [-0.377, 3.191, -0.457]], "forces_ev_per_a": [[-0.2, 0.4, -0.4], [0.2, 0.2, -0.9], [1.3, -0.3, -1.0], [-0.9, 0.0, 1.3], [-0.8, -1.4, -0.5], [0.3, 0.3, -0.2], [0.1, -0.3, 0.5], [0.1, 0.2, -0.3], [0.1, 1.1, 1.5], [-0.3, 0.0, -0.1], [-0.5, -0.2, -0.1], [0.3, -0.1, 0.1], [-0.2, -0.1, 0.1], [-0.1, -0.1, -0.2], [-0.2, 0.2, 0.2], [0.4, 0.0, 0.0], [-0.5, 0.0, 1.5], [0.5, -0.9, -2.0], [0.3, -0.1, 2.3], [1.0, -0.6, -1.2], [-1.1, 0.2, 1.0], [0.6, 0.5, -0.1], [0.0, 0.5, 0.0], [-0.7, -1.0, -0.5], [0.8, 0.8, 0.5], [-0.1, -0.2, 0.3], [-0.4, 0.2, -0.1], [0.0, -0.2, -0.1], [0.0, 0.2, -0.2], [0.7, 0.4, -0.8], [0.6, -0.5, -0.5], [-1.0, 0.8, 0.0], [-1.2, 0.3, 0.5], [0.9, -0.3, -0.4], [0.8, 0.2, -0.5], [0.6, 0.4, -0.1], [-0.6, -0.6, 0.4], [0.0, 0.6, -0.5], [0.7, -0.1, -0.3], [-0.4, 0.1, -0.1], [-0.2, -0.1, 0.5], [0.3, 1.2, -1.3], [-1.1, -1.5, 1.6], [0.5, 1.0, -0.7], [0.6, -0.8, 0.6], [-0.4, -1.0, 0.6], [-0.9, -0.3, 0.2], [-0.1, 1.0, -0.7], [-0.1, -0.3, 0.2], [0.1, -0.3, 0.1], [0.2, 0.2, -0.2], [0.0, 0.3, -0.2], [-0.2, -0.3, 0.2], [0.4, 0.3, -0.2], [-0.4, -0.1, 0.2]]}